# C11H19F6N3O8RhS2

A molecular structure, C11H19F6N3O8RhS2 (ωB97M-V/def2-TZVPD, OMol25).

Structure (XYZ):
```
50
Properties=species:S:1:pos:R:3:lowdin_spin:R:1
Rh 0.963 0.342 -0.247 2.57
C 1.113 -4.487 -0.726 0.08
N 0.599 -3.733 0.374 0.66
C 0.164 -4.400 1.569 0.07
C 0.476 -2.193 0.230 0.03
O 1.079 -1.787 -0.841 0.08
C -1.036 -1.872 0.308 0.02
O -1.132 -0.449 0.434 0.05
C -2.213 0.161 -0.255 0.00
C -1.713 0.661 -1.611 0.01
O -0.531 0.434 -1.916 0.06
N -2.544 1.323 -2.400 0.01
C -3.920 1.633 -2.036 0.00
C -2.056 1.924 -3.640 0.00
H 0.270 -4.959 -1.249 0.04
H 1.623 -3.808 -1.405 0.01
H 1.758 -5.285 -0.358 0.02
H -0.756 -4.956 1.349 0.03
H 0.917 -5.130 1.871 0.02
H -0.012 -3.674 2.356 0.00
H -1.500 -2.209 -0.621 0.00
H -1.523 -2.327 1.171 0.00
H -3.036 -0.546 -0.377 0.00
H -2.564 0.991 0.358 0.00
H -4.315 0.922 -1.316 0.00
H -3.991 2.642 -1.624 0.00
H -4.539 1.578 -2.930 0.00
H -0.981 1.800 -3.703 0.00
H -2.535 1.449 -4.496 0.00
H -2.301 2.986 -3.638 0.00
F 3.055 0.955 3.634 0.00
C 2.352 1.934 3.069 0.00
F 1.081 1.528 2.948 0.00
F 2.400 3.012 3.823 0.00
S 3.049 2.265 1.397 0.01
O 2.809 0.991 0.685 0.07
O 4.412 2.604 1.582 0.01
N 2.130 3.433 0.936 0.00
S 1.317 3.620 -0.382 0.01
O 1.226 2.401 -1.190 0.06
O 1.582 4.831 -1.065 0.01
C -0.392 3.777 0.292 0.00
F -0.506 4.794 1.117 0.00
F -0.714 2.641 0.949 0.00
F -1.254 3.914 -0.717 0.00
C 2.410 -1.968 1.658 0.00
O 1.019 -1.657 1.442 0.06
H 2.511 -2.989 2.033 0.00
H 2.767 -1.276 2.413 0.00
H 2.983 -1.840 0.741 0.00
```

Summary:
**E_HOMO (alpha / beta)**: -0.466 / -0.472 Eh
**Energy relative to the best compared isomer or geometry (same formula, charge and spin)**: 80.2 kJ/mol
**Orbital gap (alpha / beta)**: 0.37387 / 0.24073 hartree
**Spin multiplicity**: 5
**Calculated total energy**: -73538.2553 eV
**LUMO energy (alpha / beta)**: -2.50 / -6.29 eV
**Net charge**: +1

# C3H4F2IN

C3H4F2IN in the gas phase (ωB97M-V/def2-TZVPD, OMol25).

Structure (XYZ):
```
11
Properties=species:S:1:pos:R:3:lowdin_charge:R:1
C -0.903 -0.012 0.087 -0.44
C 0.613 -0.147 0.452 -0.03
C -1.701 0.205 1.396 -0.88
N -1.379 -0.059 -1.097 0.16
F -1.121 0.009 2.570 0.01
F -2.894 -0.431 1.547 0.02
I -2.003 2.363 1.366 0.88
H 1.227 0.224 -0.420 0.10
H 0.894 0.418 1.297 0.04
H 0.860 -1.207 0.680 0.09
H -2.271 0.324 -1.307 0.05
```

Summary:
**Structure (SMILES)**: [H]/N=C(/C)C(F)(F)I
**E_HOMO**: -0.362 Eh
**Energy relative to the best compared isomer or geometry (same formula, charge and spin)**: 74.8 kJ/mol
**Orbital gap**: 0.35391 hartree
**Calculated total energy**: -18200.3864 eV
**LUMO energy**: -0.23 eV

# C37H32Br2F2N6Ru

A molecular structure, C37H32Br2F2N6Ru (ωB97M-V/def2-TZVPD, OMol25).

Structure (XYZ):
```
80
Properties=species:S:1:pos:R:3:lowdin_spin:R:1
Ru -0.333 -0.350 -0.144 0.58
C -1.619 3.107 1.422 0.00
N -0.188 2.879 1.250 0.00
C 0.523 4.152 1.122 0.00
C 0.408 2.073 2.285 0.02
C 0.329 2.514 3.605 0.00
C 0.954 1.848 4.642 0.01
C 1.692 0.714 4.342 0.00
C 1.802 0.278 3.034 0.02
C 1.171 0.933 1.969 0.01
N 1.262 0.498 0.624 0.23
C 2.481 0.199 -0.018 0.01
C 3.655 -0.236 0.610 0.03
C 4.805 -0.522 -0.106 0.00
C 4.840 -0.364 -1.482 0.03
C 3.699 0.090 -2.118 0.00
C 2.531 0.354 -1.416 0.03
N 1.381 0.881 -2.123 0.00
C 1.701 2.251 -2.544 0.00
C 0.932 0.109 -3.286 0.00
H -1.886 3.526 2.401 0.00
H -1.955 3.817 0.665 0.00
H -2.178 2.182 1.272 0.00
H 0.421 4.795 2.006 0.00
H 1.585 3.961 0.962 0.00
H 0.129 4.705 0.265 0.00
H -0.240 3.410 3.818 0.00
H 0.870 2.208 5.658 0.00
H 2.180 0.151 5.127 0.00
H 2.323 -0.651 2.871 0.00
H 3.699 -0.390 1.672 0.00
H 5.678 -0.873 0.428 0.00
H 5.736 -0.582 -2.047 0.00
H 3.709 0.232 -3.191 0.00
H 2.523 2.275 -3.269 0.00
H 0.833 2.714 -3.015 0.00
H 1.997 2.841 -1.675 0.00
H 1.742 -0.171 -3.970 0.00
H 0.409 -0.798 -2.981 0.00
H 0.227 0.723 -3.849 0.00
Br -5.684 -3.453 -3.166 0.00
C -4.251 -2.629 -2.293 0.00
C -3.445 -3.336 -1.421 0.00
C -2.388 -2.677 -0.822 0.00
N -2.097 -1.386 -1.016 0.00
C -2.910 -0.704 -1.853 0.00
C -3.976 -1.290 -2.514 0.00
C -2.593 0.733 -2.033 0.00
C -3.381 1.585 -2.794 0.00
C -2.983 2.905 -2.924 0.00
Br -4.010 4.093 -3.941 0.00
C -1.825 3.335 -2.297 0.00
C -1.112 2.420 -1.546 0.00
N -1.485 1.146 -1.407 0.03
H -3.616 -4.381 -1.211 0.00
H -1.737 -3.227 -0.166 0.00
H -4.588 -0.725 -3.198 0.00
H -4.287 1.250 -3.272 0.00
H -1.484 4.356 -2.383 0.00
H -0.217 2.692 -1.015 0.00
F 2.850 -4.200 -2.182 0.00
C 2.032 -3.815 -1.194 0.00
C 1.498 -2.540 -1.241 0.01
C 0.642 -2.112 -0.233 -0.01
C 0.342 -3.018 0.807 0.00
C 0.930 -4.279 0.818 0.00
F 0.679 -5.126 1.835 0.00
C 1.776 -4.714 -0.175 0.01
C -0.581 -2.498 1.809 0.00
C -1.219 -3.227 2.807 0.00
C -2.036 -2.574 3.710 0.00
C -2.200 -1.202 3.601 0.00
C -1.585 -0.550 2.553 0.00
N -0.809 -1.170 1.657 -0.01
H 1.810 -1.913 -2.058 0.00
H 2.213 -5.701 -0.150 0.00
H -1.078 -4.294 2.863 0.00
H -2.532 -3.131 4.494 0.00
H -2.800 -0.638 4.300 0.00
H -1.694 0.515 2.436 0.00
```

Summary:
**E_HOMO (alpha / beta)**: -0.363 / -0.377 Eh
**Orbital gap (alpha / beta)**: 0.23629 / 0.24959 hartree
**Spin multiplicity**: 2
**Calculated total energy**: -195925.5273 eV
**LUMO energy (alpha / beta)**: -3.44 / -3.46 eV
**Net charge**: +1

# C43H30F5NO2S6Sr

A molecular structure, C43H30F5NO2S6Sr (ωB97M-V/def2-TZVPD, OMol25).

Structure (XYZ):
```
88
Properties=species:S:1:pos:R:3:lowdin_charge:R:1
Sr 0.466 -0.403 -1.620 1.38
O -1.446 -1.057 -1.111 -0.50
C -2.765 -0.876 -0.813 -0.48
C -3.319 0.336 -1.683 -0.04
C -2.914 1.700 -1.167 -0.24
C -3.844 2.553 -0.581 -0.05
C -3.422 3.771 -0.084 -0.07
C -2.080 4.104 -0.167 -0.06
C -1.195 3.221 -0.781 -0.25
C 0.274 3.574 -0.929 -0.05
C 1.298 2.530 -0.348 -0.50
O 1.266 1.406 -1.127 -0.55
C 2.665 3.272 -0.444 -0.14
C 3.348 3.204 -1.654 -0.03
C 4.535 3.903 -1.843 -0.09
C 5.072 4.672 -0.813 -0.13
C 4.407 4.736 0.404 -0.11
C 3.207 4.045 0.585 -0.04
C 1.053 2.157 1.122 -0.14
C 0.263 2.859 2.023 -0.04
C 0.118 2.422 3.341 -0.09
C 0.792 1.291 3.782 -0.12
C 1.603 0.587 2.892 -0.06
C 1.720 1.011 1.575 -0.01
N -1.617 2.056 -1.307 0.19
C -3.592 -2.131 -1.277 -0.11
C -3.098 -2.826 -2.390 -0.02
C -3.752 -3.952 -2.885 -0.08
C -4.924 -4.409 -2.283 -0.12
C -5.429 -3.725 -1.184 -0.11
C -4.765 -2.603 -0.681 -0.04
C -3.001 -0.621 0.693 -0.13
C -4.189 -0.092 1.207 -0.08
C -4.352 0.138 2.570 -0.10
C -3.331 -0.184 3.458 -0.11
C -2.153 -0.736 2.965 -0.07
C -1.988 -0.938 1.595 0.01
H -4.405 0.268 -1.779 0.11
H -2.862 0.178 -2.662 0.13
H -4.887 2.264 -0.527 0.10
H -4.134 4.461 0.355 0.10
H -1.715 5.051 0.210 0.10
H 0.466 4.572 -0.529 0.11
H 0.517 3.570 -1.995 0.13
H 2.945 2.562 -2.429 0.11
H 5.052 3.838 -2.792 0.09
H 6.007 5.205 -0.956 0.09
H 4.820 5.321 1.220 0.09
H 2.698 4.095 1.543 0.11
H -0.247 3.765 1.714 0.09
H -0.529 2.969 4.019 0.09
H 0.683 0.955 4.808 0.09
H 2.145 -0.295 3.221 0.11
H 2.360 0.470 0.876 0.10
H -2.170 -2.483 -2.849 0.09
H -3.328 -4.485 -3.732 0.10
H -5.430 -5.295 -2.659 0.09
H -6.336 -4.073 -0.697 0.09
H -5.165 -2.117 0.203 0.09
H -5.008 0.145 0.536 0.10
H -5.279 0.570 2.936 0.09
H -3.450 -0.001 4.521 0.09
H -1.351 -1.010 3.643 0.10
H -1.061 -1.345 1.208 0.10
F -0.984 -6.204 1.035 0.11
C -0.557 -5.409 0.054 -0.16
C 0.055 -4.215 0.334 -0.15
F 0.247 -3.855 1.606 0.11
C 0.474 -3.397 -0.697 -0.23
F 1.100 -2.234 -0.323 -0.12
C 0.287 -3.690 -2.051 -0.60
S 0.730 -2.654 -3.386 0.48
C -0.313 -4.933 -2.278 -0.27
F -0.532 -5.350 -3.525 0.06
C -0.726 -5.770 -1.264 -0.15
F -1.304 -6.947 -1.548 0.09
C 6.687 1.121 -0.483 -0.40
S 5.486 1.029 0.869 0.78
C 5.075 -0.667 0.808 -1.04
C 4.402 -1.309 -0.197 -1.16
S 3.824 -0.762 -1.719 0.48
S 4.218 -3.037 0.163 0.89
C 5.022 -3.147 1.671 -1.55
S 5.211 -4.556 2.549 0.40
S 5.614 -1.629 2.169 0.85
H 6.950 2.176 -0.601 0.02
H 6.209 0.750 -1.393 0.00
H 7.576 0.536 -0.243 0.03
```

Summary:
**E_HOMO**: -0.077 Eh
**Orbital gap**: 0.22666 hartree
**Calculated total energy**: -130102.4594 eV
**LUMO energy**: 4.08 eV
**Net charge**: -2

# C5H12FN4O

2 unconnected molecules or ions with the total composition C5H12FN4O (ωB97M-V/def2-TZVPD, OMol25).

Structure (XYZ):
```
23
Properties=species:S:1:pos:R:3:lowdin_charge:R:1
C 2.364 -0.508 1.180 0.00
C 1.467 -0.343 -0.039 -0.34
F 2.201 0.149 -1.110 -0.01
C 0.297 0.640 0.131 -0.03
N -0.992 -0.027 0.344 -0.04
C -1.424 -1.286 0.296 -0.06
N -2.712 -1.408 0.560 0.18
C -3.152 -0.145 0.701 -0.38
N -4.411 0.202 0.924 0.22
N -2.120 0.712 0.606 0.19
H 2.036 0.099 2.025 0.08
H 3.373 -0.193 0.909 0.10
H 2.414 -1.546 1.503 0.09
H 1.101 -1.314 -0.375 0.13
H 0.223 1.242 -0.777 0.15
H 0.457 1.295 0.988 0.14
H -0.769 -2.116 0.086 0.15
H -5.111 -0.521 0.978 0.14
H -4.707 1.163 0.957 0.13
H -2.080 1.716 0.695 0.19
O 3.758 1.018 -3.773 -0.05
H 4.389 0.306 -3.916 0.04
H 3.400 0.866 -2.894 0.00
```

Summary:
**E_HOMO**: -0.491 Eh
**Orbital gap**: 0.36887 hartree
**Calculated total energy**: -16098.2610 eV
**LUMO energy**: -3.33 eV
**Net charge**: +1